[1]
Density functional theory data (wB97M-V/def2-TZVPD) for a molecular structure, CH2Br2O2 in a non-equilibrium geometry.

Results
Energy above the lowest of the compared OMol25 structures with the same formula, charge and spin, eV: 0.000
Orbital gap (spin up / spin down), eV: 6.2 / 6.2
HOMO energy (spin up / spin down), eV: -5.704 / -10.394
Electronic energy, a.u.: -5337.62257

```
! wB97M-V def2-TZVPD RIJCOSX def2/J DEFGRID3
* xyz 0 3
C 0.1769 -0.1280 0.0301
O -0.9122 -0.8994 0.1474
O 0.1337 1.0990 0.5520
Br 1.7319 -1.0426 0.9609
Br 0.6388 -0.0882 -1.9241
H -1.7576 -0.6050 0.4656
H -0.0116 1.6641 -0.2319
*
```

***

[2]
Density functional theory data (wB97M-V/def2-TZVPD) for 10 unconnected molecules or ions with the total composition C27H74O10 in a non-equilibrium geometry.

Results
Energy above the lowest of the compared OMol25 structures with the same formula, charge and spin, eV: 2.640
Orbital gap, eV: 9.4
HOMO energy, eV: -9.122
Structure (SMILES): CC(C)O.CC(C)O.CC(C)O.CC(C)O.CC(C)O.CC(C)O.CC(C)O.CC(C)O.CC(C)O.O
Electronic energy, a.u.: -1825.42381

```
! wB97M-V def2-TZVPD RIJCOSX def2/J DEFGRID3
* xyz 0 1
C -3.0576 4.8127 -4.1854
C -3.8237 3.6450 -3.6160
C -3.6993 3.6979 -2.0643
O -5.2041 3.9045 -3.9692
H -3.2933 5.6786 -3.5667
H -3.3257 5.0586 -5.2129
H -1.9680 4.7978 -4.1612
H -3.5093 2.6808 -4.0156
H -2.7020 3.9673 -1.7168
H -3.7799 2.7538 -1.5256
H -4.3792 4.4128 -1.6008
H -5.4558 4.8027 -3.7423
C -1.9662 -1.2485 -3.0933
C -2.9358 -1.5140 -4.2601
C -4.1989 -0.6398 -4.2880
O -2.1642 -1.2514 -5.3974
H -2.5637 -1.2483 -2.1817
H -1.5185 -0.2688 -3.2603
H -1.2396 -2.0398 -2.9089
H -3.1813 -2.5708 -4.1548
H -4.5844 -0.6066 -3.2690
H -4.8419 -1.1555 -5.0011
H -3.9985 0.3919 -4.5770
H -2.7123 -1.5589 -6.1231
C -2.5463 -3.5499 0.2076
C -2.7466 -4.7998 -0.5709
C -2.7142 -4.6409 -2.1187
O -1.7293 -5.6776 -0.1195
H -2.7532 -3.7073 1.2661
H -3.1205 -2.7136 -0.1913
H -1.4953 -3.2656 0.1574
H -3.6851 -5.2979 -0.3276
H -3.5087 -3.9930 -2.4890
H -2.7899 -5.6093 -2.6133
H -1.8157 -4.1423 -2.4823
H -1.8325 -6.5104 -0.5857
C 1.9157 1.1774 -2.9016
C 2.4017 2.5513 -2.4181
C 1.3580 3.6408 -2.7633
O 2.3961 2.4492 -1.0283
H 0.9152 0.9652 -2.5245
H 2.6274 0.3735 -2.7135
H 1.7616 1.1362 -3.9799
H 3.4193 2.8154 -2.7060
H 0.9505 3.3980 -3.7447
H 1.8776 4.5983 -2.7266
H 0.4455 3.7526 -2.1778
H 1.8491 1.7063 -0.7630
C 1.8442 -2.9996 -0.0768
C 2.2351 -2.5059 1.3252
C 3.1857 -3.4571 2.0587
O 2.8731 -1.2453 1.2026
H 1.2950 -3.9392 -0.0164
H 2.7766 -3.1724 -0.6143
H 1.1962 -2.3223 -0.6330
H 1.2977 -2.3512 1.8593
H 3.9681 -3.7882 1.3759
H 2.6293 -4.3594 2.3125
H 3.7667 -3.0965 2.9075
H 2.9563 -0.8425 2.0700
C -0.1665 3.6953 3.2741
C 0.2738 4.9940 2.6854
C 0.0920 5.0571 1.2061
O -0.4663 6.0101 3.3015
H -1.2220 3.4487 3.1593
H 0.0255 3.6754 4.3468
H 0.3631 2.8601 2.8157
H 1.3353 5.1521 2.8762
H -0.9346 4.8459 0.9066
H 0.7450 4.3141 0.7483
H 0.3746 6.0385 0.8251
H 0.1888 6.5777 3.7140
C -0.4743 -4.0059 6.6123
C -0.1813 -2.5933 6.1413
C 0.3405 -2.6331 4.7179
O -1.4458 -1.8623 6.0559
H -1.0703 -4.0167 7.5248
H 0.4322 -4.5762 6.8151
H -1.0968 -4.5551 5.9060
H 0.4925 -2.1272 6.8602
H -0.3918 -3.0433 4.0225
H 1.1786 -3.3300 4.7173
H 0.5417 -1.6526 4.2863
H -1.9335 -2.3532 5.3905
C 7.2676 -0.8652 -1.1603
C 6.2295 -0.5031 -0.1530
C 5.1618 0.4673 -0.5987
O 5.6106 -1.6855 0.2247
H 7.8361 0.0043 -1.4902
H 6.8539 -1.3959 -2.0178
H 8.0676 -1.4888 -0.7613
H 6.7654 -0.0353 0.6729
H 4.2277 0.4630 -0.0370
H 4.9155 0.2796 -1.6438
H 5.5275 1.4928 -0.6501
H 4.7113 -1.4614 0.4747
C -0.8748 -0.0861 1.6633
C -0.4515 0.2502 0.2176
C -1.1908 1.4779 -0.3075
O 0.9546 0.5602 0.1517
H -0.3303 -0.9220 2.1027
H -1.9157 -0.4018 1.7333
H -0.8790 0.7648 2.3445
H -0.5400 -0.6607 -0.3744
H -1.2659 2.3557 0.3343
H -2.2348 1.2196 -0.4843
H -0.8612 1.7842 -1.3004
H 1.4263 -0.1134 0.6471
O -1.2687 0.7414 5.1098
H -0.3655 0.8919 5.3888
H -1.4790 -0.1326 5.4386
*
```

***

[3]
Density functional theory data (wB97M-V/def2-TZVPD) for C3H3N3O2 in the gas phase in a non-equilibrium geometry.

Results
Energy above the lowest of the compared OMol25 structures with the same formula, charge and spin, eV: 5.386
Orbital gap, eV: 7.6
HOMO energy, eV: -8.952
Structure (SMILES): [H]/N=C1N=N/C(=C/O)O/1
Electronic energy, a.u.: -430.72306

```
! wB97M-V def2-TZVPD RIJCOSX def2/J DEFGRID3
* xyz 0 1
H -2.2226 -1.9774 0.1156
N -2.5128 -1.0194 -0.0689
C -1.3817 -0.3230 -0.0889
N -1.5375 1.0481 -0.2305
N -0.3235 1.5049 0.0053
C 0.6593 0.5396 0.3856
C 1.9972 0.3776 -0.1027
O 2.4105 -0.8961 -0.1874
O -0.0204 -0.6752 0.3112
H 2.7606 1.1326 0.1655
H 3.3094 -0.8860 -0.3770
*
```

***

[4]
Density functional theory data (wB97M-V/def2-TZVPD) for a molecular structure, C8H24F6N2O8S2 in a non-equilibrium geometry.

Results
Energy above the lowest of the compared OMol25 structures with the same formula, charge and spin, eV: 19.883
Orbital gap, eV: 9.0
HOMO energy, eV: -9.054
Electronic energy, a.u.: -2425.46372

```
! wB97M-V def2-TZVPD RIJCOSX def2/J DEFGRID3
* xyz 0 1
N 0.1670 -0.2100 -0.0079
H 0.5007 -0.1752 0.9447
H -0.5500 -0.9140 -0.1104
H 0.9312 -0.6037 -0.5380
H -0.1688 0.6678 -0.3776
C -0.8786 -1.2945 -2.5884
F 0.4533 -1.3115 -2.7786
F -1.2732 -0.1450 -2.1404
F -1.5133 -1.5210 -3.7658
S -1.3408 -2.6033 -1.3758
O -2.6787 -3.1055 -1.7610
O -0.2597 -3.6101 -1.4742
N -1.1493 -1.7513 0.1740
S -2.6055 -1.7184 0.6877
O -3.5026 -0.9241 -0.1569
O -3.1274 -3.0742 1.0385
C -2.3407 -0.5792 2.2595
F -1.5897 -1.2481 3.1206
F -1.7257 0.5438 1.9529
F -3.5588 -0.3335 2.7983
O 0.1734 -2.6643 1.3077
H -0.3982 -2.0250 0.8825
H 0.2056 -3.4009 0.6972
O 1.8578 -0.7862 -1.1019
H 2.2989 -0.1835 -1.7006
H 2.5673 -1.1907 -0.6027
C 1.2438 1.7396 -1.4552
C -0.1173 2.4154 -1.2542
C -1.0973 2.1087 -2.4027
O -0.5625 1.9319 0.0146
H 1.1274 0.6579 -1.5214
H 1.8668 1.8016 -0.5630
H 1.8529 2.1883 -2.2399
H -0.0478 3.4808 -1.0347
H -1.1953 1.0445 -2.6172
H -0.8122 2.5275 -3.3678
H -2.1041 2.4278 -2.1333
H -0.9142 2.7027 0.4659
C 2.9193 0.5116 1.3647
C 1.6231 0.5051 2.1582
C 0.7924 1.7914 2.0515
O 0.7879 -0.6205 1.8652
H 2.6828 0.5381 0.3010
H 3.4211 -0.4500 1.4730
H 3.5127 1.3365 1.7589
H 1.9566 0.5004 3.1960
H 0.3012 1.8525 1.0803
H 1.2749 2.7564 2.2064
H 0.0460 1.7976 2.8459
H 0.9477 -1.3842 2.4245
*
```

***

[5]
Density functional theory data (wB97M-V/def2-TZVPD) for C3H4N2O2 in the gas phase in a non-equilibrium geometry.

Results
Energy above the lowest of the compared OMol25 structures with the same formula, charge and spin, eV: 4.477
Orbital gap (spin up / spin down), eV: 8.9 / 8.9
HOMO energy (spin up / spin down), eV: -9.398 / -9.399
Structure (SMILES): O=C=NCCN=O
Electronic energy, a.u.: -376.59926

```
! wB97M-V def2-TZVPD RIJCOSX def2/J DEFGRID3
* xyz 0 1
O -0.3381 2.2222 -2.2024
C -0.5457 1.5775 -1.2663
N -0.8034 1.0509 -0.2135
C -0.8669 -0.1839 0.5501
C 0.4752 -0.9816 0.4946
N 1.6748 -0.0983 0.5434
O 1.9338 0.5370 -0.4813
H -1.5253 -0.7765 0.0316
H -1.0174 -0.1060 1.6429
H 0.5314 -1.6629 1.2858
H 0.4814 -1.5785 -0.3849
*
```

***

- energy above the lowest of the compared OMol25 structures with the same formula, charge and spin of number 5 (C3H4N2O2)?
  4.477 eV